1.
ORCA calculation (ωB97M-V with the def2-TZVPD basis set) on a molecular structure, C51H45GaOP3S.

Geometry as XYZ:
```
102
Properties=species:S:1:pos:R:3
Ga -0.05 -1.02 -0.08
O 0.25 0.99 0.39
S -0.52 1.45 -0.86
C 0.47 2.70 -1.54
C 0.16 4.04 -1.49
C 1.00 5.02 -2.02
C 2.17 4.61 -2.60
C 3.27 5.41 -3.23
C 4.30 4.36 -3.71
C 3.78 3.05 -3.19
C 4.34 1.80 -3.20
C 3.61 0.77 -2.61
C 2.34 0.89 -2.06
P 1.93 -0.74 -1.34
C 3.23 -1.13 -0.15
C 4.07 -2.23 -0.29
C 5.02 -2.50 0.69
C 5.11 -1.68 1.81
C 4.27 -0.58 1.94
C 3.33 -0.30 0.97
C 1.90 -1.99 -2.64
C 2.19 -1.72 -3.97
C 2.18 -2.76 -4.90
C 1.90 -4.06 -4.50
C 1.61 -4.32 -3.17
C 1.59 -3.29 -2.24
C 1.72 2.20 -2.06
C 2.51 3.23 -2.60
C -2.05 2.04 -0.21
C -2.78 2.87 -1.03
C -3.98 3.48 -0.64
C -4.39 3.26 0.65
C -5.55 3.85 1.40
C -5.53 3.15 2.78
C -4.33 2.25 2.73
C -3.81 1.42 3.69
C -2.72 0.62 3.32
C -2.10 0.63 2.07
P -0.92 -0.75 2.05
C 0.29 -0.48 3.35
C 0.62 -1.49 4.24
C 1.56 -1.26 5.24
C 2.16 -0.02 5.34
C 1.83 1.00 4.45
C 0.90 0.78 3.45
C -1.77 -2.33 2.34
C -3.08 -2.49 2.79
C -3.62 -3.76 2.91
C -2.87 -4.88 2.59
C -1.56 -4.73 2.13
C -1.02 -3.47 2.00
C -2.53 1.62 1.09
C -3.69 2.34 1.47
H -0.77 4.35 -1.02
H 0.72 6.06 -1.96
H 3.70 6.09 -2.49
H 2.89 6.03 -4.04
H 5.31 4.57 -3.33
H 4.38 4.33 -4.80
H 5.32 1.61 -3.62
H 4.10 -0.20 -2.56
H 4.02 -2.86 -1.17
H 5.69 -3.34 0.57
H 5.85 -1.89 2.57
H 4.36 0.06 2.81
H 2.69 0.57 1.07
H 2.41 -0.72 -4.31
H 2.41 -2.55 -5.94
H 1.92 -4.86 -5.22
H 1.39 -5.34 -2.85
H 1.37 -3.52 -1.20
H -2.40 3.09 -2.02
H -4.51 4.14 -1.31
H -6.48 3.70 0.86
H -5.41 4.93 1.50
H -6.43 2.56 2.94
H -5.46 3.85 3.60
H -4.23 1.34 4.68
H -2.35 -0.07 4.07
H 0.14 -2.46 4.19
H 1.80 -2.04 5.94
H 2.88 0.17 6.13
H 2.29 1.98 4.55
H 0.63 1.58 2.77
H -3.68 -1.63 3.04
H -4.64 -3.87 3.26
H -3.30 -5.87 2.69
H -0.97 -5.61 1.89
H 0.01 -3.37 1.67
C -3.53 -1.37 -0.78
P -1.91 -1.82 -1.46
C -1.98 -3.61 -1.66
C -1.84 -1.12 -3.12
H -4.28 -1.60 -1.53
H -3.57 -0.31 -0.53
H -3.73 -1.95 0.12
H -2.82 -3.84 -2.32
H -2.14 -4.10 -0.70
H -1.06 -3.99 -2.11
H -2.60 -1.61 -3.73
H -0.86 -1.30 -3.58
H -2.03 -0.05 -3.10
```

Values from the calculation:
HOMO level (eV): -15.47
Gap between HOMO and LUMO (eV): 7.022
LUMO (eV): -8.45
DFT total energy (eV): -146721.08206
Total charge: +3

=====

2.
ORCA calculation (ωB97M-V with the def2-TZVPD basis set) on 2 unconnected molecules or ions with the total composition C4H13N2O2 in a non-equilibrium geometry.

Geometry as XYZ:
```
21
Properties=species:S:1:pos:R:3
C -0.93 0.16 1.57
N -0.35 -0.31 2.79
C 0.35 0.56 0.54
C 1.16 -0.82 0.27
N -0.46 1.06 -0.63
C 0.29 1.37 -1.85
O 0.50 0.19 -2.62
H -1.46 1.03 1.72
H -1.57 -0.60 1.05
H 0.35 -1.04 2.61
H 0.13 0.52 3.21
H 1.08 1.19 1.01
H 2.18 -0.74 0.47
H 0.86 -1.29 -0.75
H 0.96 -1.74 1.00
H -1.25 0.38 -0.77
H -0.33 2.10 -2.40
H 1.21 1.93 -1.68
H -1.00 -1.94 -1.40
H -0.39 -0.76 -2.27
O -1.34 -1.26 -1.87
```

Values from the calculation:
HOMO level (eV): -3.55
Gap between HOMO and LUMO (eV): 7.503
LUMO (eV): 3.96
DFT total energy (eV): -11432.62222
Energy relative to the best compared isomer or geometry (same formula, charge and spin) (kcal/mol): 48.8
Total charge: -1

=====

3.
ORCA calculation (ωB97M-V with the def2-TZVPD basis set) on a molecular structure, C15H23N5SeZr in a non-equilibrium geometry.

Geometry as XYZ:
```
45
Properties=species:S:1:pos:R:3
Zr -0.10 0.04 -0.45
C 3.74 -0.69 1.83
C 2.38 -0.41 1.31
N 2.05 -0.27 0.07
C 2.99 -0.28 -1.07
C 2.36 -0.96 -2.29
N 0.86 -0.86 -2.30
C 0.18 -0.34 -3.52
C -0.19 1.13 -3.38
N -0.92 1.39 -2.09
C -2.35 0.92 -2.07
C -2.98 1.17 -0.68
N -1.97 0.99 0.38
C -2.24 0.61 1.57
C -3.60 0.30 2.08
C -1.04 0.26 2.42
C -1.06 -0.03 3.77
C 0.11 -0.48 4.36
C 1.27 -0.63 3.61
C 1.23 -0.29 2.28
N 0.10 0.16 1.73
H 4.52 -0.52 1.10
H 3.80 -1.73 2.17
H 3.94 -0.06 2.70
H 3.92 -0.78 -0.84
H 3.22 0.76 -1.30
H 2.62 -2.01 -2.30
H 2.77 -0.52 -3.20
H 0.49 -1.80 -2.13
H -0.71 -0.94 -3.68
H 0.80 -0.47 -4.41
H -0.77 1.44 -4.24
H 0.72 1.73 -3.35
H -0.93 2.39 -1.94
H -2.36 -0.14 -2.28
H -2.93 1.43 -2.84
H -3.81 0.48 -0.57
H -3.37 2.18 -0.61
H -3.79 -0.75 1.82
H -4.37 0.92 1.61
H -3.68 0.41 3.16
H -1.96 0.07 4.35
H 0.12 -0.73 5.42
H 2.18 -1.00 4.07
Se -1.22 -2.10 -0.26
```

Values from the calculation:
HOMO level (eV): -13.93
Gap between HOMO and LUMO (eV): 6.396
LUMO (eV): -7.53
DFT total energy (eV): -89994.62137
Energy relative to the best compared isomer or geometry (same formula, charge and spin) (kcal/mol): 9.0
Total charge: +2

=====

4.
ORCA calculation (ωB97M-V with the def2-TZVPD basis set) on a molecular structure, C27H18CaF12N3O2S.

Geometry as XYZ:
```
64
Properties=species:S:1:pos:R:3
Ca -0.92 -1.53 -1.35
C 4.88 1.18 0.95
C 3.41 0.86 0.87
C 2.45 1.85 0.79
C 1.11 1.51 0.68
C 0.67 0.18 0.62
N -0.67 -0.09 0.37
C -1.68 0.53 1.06
C -1.40 1.08 2.34
C -2.36 1.58 3.18
C -3.70 1.57 2.82
C -4.79 2.05 3.74
C -3.99 1.07 1.56
C -3.04 0.59 0.66
C -3.60 0.09 -0.70
O -2.68 -0.24 -1.65
C -4.47 1.18 -1.40
F -4.98 0.70 -2.55
F -5.52 1.71 -0.74
F -3.68 2.23 -1.72
C -4.49 -1.17 -0.44
F -3.97 -1.94 0.53
F -5.76 -0.89 -0.07
F -4.58 -1.96 -1.53
C 1.65 -0.84 0.72
C 2.98 -0.46 0.84
C 1.25 -2.34 0.63
O 0.74 -2.70 -0.57
C 2.47 -3.28 0.86
F 3.07 -3.15 2.07
F 3.43 -3.08 -0.07
F 2.13 -4.58 0.73
C 0.20 -2.67 1.79
F 0.45 -3.80 2.47
F 0.10 -1.70 2.72
F -1.04 -2.84 1.26
H 5.04 2.25 1.11
H 5.40 0.90 0.03
H 5.37 0.65 1.77
H 2.74 2.90 0.81
H 0.37 2.29 0.60
H -0.38 1.05 2.69
H -2.06 1.96 4.16
H -4.45 2.89 4.35
H -5.11 1.25 4.43
H -5.67 2.37 3.19
H -5.04 1.04 1.28
H 3.75 -1.21 0.92
N -0.86 1.65 -2.63
C 0.36 1.12 -2.80
N 0.60 -0.16 -2.84
C 1.96 -0.41 -2.98
C 2.57 -1.66 -2.95
C 3.94 -1.74 -3.07
C 4.73 -0.60 -3.20
C 4.14 0.66 -3.22
C 2.76 0.73 -3.10
S 1.76 2.16 -3.03
H -1.61 1.02 -2.29
H -0.93 2.61 -2.34
H 1.97 -2.55 -2.78
H 4.42 -2.71 -3.02
H 5.80 -0.69 -3.28
H 4.75 1.55 -3.30
```

Values from the calculation:
HOMO level (eV): -3.85
Gap between HOMO and LUMO (eV): 6.233
LUMO (eV): 2.38
DFT total energy (eV): -98749.03591
Total charge: -1